## A
Density functional theory data (ωB97M-V with the def2-TZVPD basis set) for 2 unconnected molecules or ions with the total composition C5H14N2O2S.

XYZ file:
```
24
Properties=species:S:1:pos:R:3
C 3.25 -1.12 -0.46
C 2.18 1.15 -0.71
C 0.86 -1.47 1.10
C -3.74 1.68 0.18
C 1.95 -0.36 -0.72
N -2.87 -0.61 1.44
N 0.86 -0.63 0.18
O -1.40 0.81 -0.05
O -3.19 -0.58 -1.10
S -2.82 0.13 0.10
H 3.64 -0.87 0.52
H 3.09 -2.20 -0.53
H 3.98 -0.83 -1.21
H 2.56 1.46 0.26
H 1.25 1.67 -0.90
H 2.90 1.42 -1.47
H -0.59 0.23 0.05
H -0.05 -1.56 1.69
H 1.69 -2.12 1.36
H -4.80 1.45 0.24
H -3.41 2.20 1.06
H -3.52 2.24 -0.72
H 1.56 -0.64 -1.71
H -3.40 -1.46 1.38
```

Values from the calculation:
HOMO level	-9.5	eV
SMILES	C[S@@](=N)(=O)O.C=NC(C)C
lowest unoccupied orbital energy	0.83	eV
gap between HOMO and LUMO	10.29	eV

Here are the Löwdin charges for atoms 1 to 6, given in e: -0.07, -0.06, 0.02, -0.14, -0.45, -0.22



## B
Density functional theory data (ωB97M-V with the def2-TZVPD basis set) for 2 unconnected molecules or ions with the total composition C5H14N2O2S.

XYZ file:
```
24
Properties=species:S:1:pos:R:3
C -1.79 0.30 -1.03
C -1.49 1.01 1.25
C -0.87 -2.42 0.29
C 2.47 1.62 -0.27
C -1.84 -0.24 0.46
N 1.10 -0.57 -1.22
N -0.83 -1.28 0.78
O 1.85 -0.61 1.08
O 3.64 -0.84 -0.65
S 2.33 -0.23 -0.39
H -2.26 1.31 -0.98
H -0.76 0.33 -1.32
H -2.41 -0.33 -1.61
H -0.45 1.31 0.95
H -1.60 0.95 2.31
H -2.31 1.81 1.14
H 0.81 -0.52 1.03
H 0.03 -3.07 0.48
H -1.68 -2.94 -0.16
H 2.71 1.97 -1.26
H 1.49 1.99 -0.01
H 3.24 1.86 0.49
H -2.84 -0.60 0.73
H 1.44 -0.83 -2.08
```

Values from the calculation:
HOMO level	-9.7	eV
SMILES	C[S@@](=N)(=O)O.C=NC(C)C
lowest unoccupied orbital energy	0.82	eV
gap between HOMO and LUMO	10.51	eV

Here are the Löwdin charges for atoms 1 to 6, given in e: -0.06, -0.10, -0.04, -0.12, -0.41, -0.20



On energetic grounds, A is preferred over the next structure by 31.5 kcal/mol.



## A
Density functional theory data (ωB97M-V with the def2-TZVPD basis set) for C4H6O4 in the gas phase.

XYZ file:
```
14
Properties=species:S:1:pos:R:3
C 0.94 -0.10 0.30
C 0.79 -1.35 -0.53
C -0.63 0.84 -0.06
C 0.24 2.10 0.39
O -1.47 0.56 1.02
O -2.27 -0.60 0.72
O -1.00 0.83 -1.23
O 1.08 2.87 0.33
H -2.72 -0.34 -0.11
H 1.85 0.44 0.04
H 0.89 -0.27 1.38
H 1.72 -1.93 -0.48
H -0.03 -1.97 -0.18
H 0.60 -1.09 -1.58
```

Values from the calculation:
HOMO level	-9.2	eV
lowest unoccupied orbital energy	-0.53	eV
gap between HOMO and LUMO	8.63	eV

Here are the Löwdin charges for atoms 1 to 6, given in e: -0.10, -0.11, -0.66, 0.10, -0.08, 0.02



## B
Density functional theory data (ωB97M-V with the def2-TZVPD basis set) for C4H6O4 in the gas phase.

XYZ file:
```
14
Properties=species:S:1:pos:R:3
C -2.14 -0.45 -1.06
C 0.24 -0.19 -0.75
C 0.87 1.70 0.49
C 0.53 -0.55 0.85
H -2.90 -1.01 -1.49
H -2.38 0.58 -1.49
H -2.23 -0.53 0.23
H 1.20 -0.60 -1.24
H 2.03 2.05 0.36
H -0.02 2.28 1.06
O -0.74 -0.84 -1.48
O 0.38 1.13 -0.76
O 0.91 0.50 1.44
O 0.37 -1.53 1.48
```

Values from the calculation:
HOMO level	-9.7	eV
SMILES	CO[C@H]1OCOC1=O
lowest unoccupied orbital energy	0.59	eV
gap between HOMO and LUMO	10.28	eV

Here are the Löwdin charges for atoms 1 to 6, given in e: -0.03, -0.38, -0.01, -0.51, 0.04, 0.09



On energetic grounds, B is preferred over the next structure by 54.3 kcal/mol.



## A
Density functional theory data (ωB97M-V with the def2-TZVPD basis set) for C3H4O4 in the gas phase.

XYZ file:
```
11
Properties=species:S:1:pos:R:3
C 1.19 0.05 0.05
C -0.28 -0.67 -0.29
C -1.37 0.40 0.01
O 2.66 -0.36 0.25
O -0.47 -1.77 -0.64
O -2.49 0.04 -0.60
O -1.12 1.31 0.74
H 1.34 0.67 -0.90
H 0.94 0.82 0.90
H -3.24 0.65 -0.45
H 2.82 -1.13 0.93
```

Values from the calculation:
HOMO level	-9.7	eV
SMILES	O=C(O)C(=O)CO
lowest unoccupied orbital energy	-0.09	eV
gap between HOMO and LUMO	9.61	eV

Here are the Löwdin charges for atoms 1 to 6, given in e: -0.09, -0.26, -0.47, -0.15, 0.17, 0.15



## B
Density functional theory data (ωB97M-V with the def2-TZVPD basis set) for 2 unconnected molecules or ions with the total composition C3H4O4.

XYZ file:
```
11
Properties=species:S:1:pos:R:3
C -1.34 0.87 -0.34
C -0.83 -0.27 0.52
C 2.87 0.00 -0.04
O -0.09 0.23 -0.57
O -1.05 -1.64 0.53
O 3.01 0.90 0.66
O 2.82 -0.91 -0.74
H -1.96 0.59 -1.20
H -1.39 1.85 0.07
H -0.59 0.14 1.42
H -1.45 -1.76 -0.31
```

Values from the calculation:
HOMO level	-10.2	eV
SMILES	O[C@@H]1CO1.O=C=O
lowest unoccupied orbital energy	0.74	eV
gap between HOMO and LUMO	10.95	eV

Here are the Löwdin charges for atoms 1 to 6, given in e: -0.06, -0.36, -0.45, -0.05, 0.07, 0.21



On energetic grounds, B is preferred over the next structure by 19.2 kcal/mol.